Entry 1:
Density functional theory data (ωB97M-V/def2-TZVPD) for a molecular structure, C30H23Cl4N2O2PPd.

Computed properties:
- HOMO level (spin up / spin down) (eV) = -13.12 / -14.24
- relative energy (zero: lowest compared OMol25 entry of this formula, charge and spin) (kcal per mole) = 18.3
- orbital gap (spin up / spin down) (eV) = 7.68 / 5.31
- 2S+1 = 5
- net charge = +2
- ⟨S²⟩ = 6.03

Cartesian coordinates (Å):
Pd (1.331, -0.480, -0.464)
Cl (6.039, -5.840, -0.555)
C (5.373, -4.290, -0.462)
C (6.178, -3.169, -0.410)
Cl (7.865, -3.306, -0.431)
C (5.600, -1.861, -0.341)
Cl (6.558, -0.499, -0.278)
C (4.174, -1.676, -0.324)
O (3.637, -0.551, -0.262)
C (3.315, -2.867, -0.369)
O (2.078, -2.717, -0.338)
C (3.942, -4.161, -0.434)
Cl (2.955, -5.499, -0.473)
N (2.262, 1.644, -0.676)
C (1.461, 2.809, -0.957)
C (1.985, 3.945, -1.544)
C (1.144, 5.025, -1.782)
C (-0.197, 4.974, -1.424)
C (-0.716, 3.833, -0.830)
C (0.119, 2.741, -0.598)
P (-0.396, 1.209, 0.177)
C (-0.022, 1.321, 1.937)
C (0.141, 0.159, 2.690)
C (0.413, 0.242, 4.047)
C (0.529, 1.484, 4.657)
C (0.368, 2.644, 3.912)
C (0.092, 2.566, 2.555)
C (-2.179, 1.091, 0.005)
C (-2.989, 0.899, 1.125)
C (-4.368, 0.832, 0.980)
C (-4.941, 0.961, -0.275)
C (-4.140, 1.156, -1.395)
C (-2.766, 1.215, -1.258)
H (3.037, 1.537, -1.322)
H (2.664, 1.707, 0.258)
H (3.030, 3.993, -1.818)
H (1.541, 5.915, -2.250)
H (-0.838, 5.822, -1.614)
H (-1.760, 3.789, -0.553)
H (0.029, -0.818, 2.229)
H (0.531, -0.661, 4.629)
H (0.743, 1.549, 5.714)
H (0.451, 3.611, 4.387)
H (-0.036, 3.477, 1.984)
H (-2.550, 0.805, 2.109)
H (-4.991, 0.691, 1.851)
H (-6.016, 0.919, -0.382)
H (-4.592, 1.268, -2.370)
H (-2.154, 1.385, -2.136)
C (-4.167, -3.742, -1.436)
C (-2.869, -3.015, -1.273)
C (-2.459, -2.036, -2.170)
C (-1.262, -1.379, -1.966)
N (-0.449, -1.655, -0.943)
C (-0.827, -2.612, -0.080)
C (-2.012, -3.299, -0.209)
H (-4.718, -3.381, -2.301)
H (-4.789, -3.616, -0.550)
H (-3.988, -4.810, -1.561)
H (-3.069, -1.773, -3.022)
H (-0.921, -0.612, -2.653)
H (-0.139, -2.833, 0.725)
H (-2.266, -4.058, 0.517)


Entry 2:
Density functional theory data (ωB97M-V/def2-TZVPD) for a molecular structure, C42H34BrN8O3PdS.

Computed properties:
- HOMO level (spin up / spin down) (eV) = -9.66 / -9.79
- relative energy (zero: lowest compared OMol25 entry of this formula, charge and spin) (kcal per mole) = 5.9
- orbital gap (spin up / spin down) (eV) = 6.29 / 5.06
- 2S+1 = 5
- net charge = +1
- ⟨S²⟩ = 6.08

Cartesian coordinates (Å):
Pd (0.305, -0.706, -0.263)
C (-1.961, -5.143, -1.589)
C (-0.630, -4.853, -2.216)
C (0.060, -5.881, -2.816)
C (1.351, -5.702, -3.309)
C (2.003, -4.486, -3.144)
C (1.377, -3.418, -2.541)
C (2.155, -2.146, -2.381)
C (-0.001, -3.552, -2.138)
N (-0.608, -2.478, -1.631)
C (-1.980, -2.271, -1.670)
O (-2.678, -2.534, -2.624)
C (-2.551, -1.570, -0.467)
C (-3.863, -1.725, -0.064)
C (-4.277, -1.044, 1.077)
C (-3.388, -0.238, 1.769)
C (-2.087, -0.123, 1.297)
N (-1.725, -0.776, 0.204)
C (-1.025, 0.717, 1.992)
O (-1.364, 1.324, 3.004)
N (0.177, 0.671, 1.404)
C (1.146, 1.639, 1.747)
C (2.435, 1.226, 2.116)
C (2.785, -0.230, 2.187)
C (3.397, 2.183, 2.413)
C (3.106, 3.535, 2.333)
C (1.842, 3.933, 1.929)
C (0.853, 3.005, 1.620)
C (-0.477, 3.489, 1.120)
H (-2.065, -6.216, -1.437)
H (-2.786, -4.802, -2.213)
H (-2.053, -4.654, -0.615)
H (-0.405, -6.856, -2.882)
H (1.862, -6.527, -3.788)
H (3.026, -4.376, -3.483)
H (3.179, -2.372, -2.088)
H (1.741, -1.469, -1.634)
H (2.183, -1.581, -3.315)
H (-4.530, -2.358, -0.632)
H (-5.297, -1.149, 1.423)
H (-3.660, 0.314, 2.658)
H (2.153, -0.761, 2.902)
H (3.827, -0.359, 2.479)
H (2.651, -0.731, 1.225)
H (4.388, 1.857, 2.710)
H (3.861, 4.272, 2.574)
H (1.611, 4.988, 1.839)
H (-0.383, 4.494, 0.709)
H (-1.218, 3.506, 1.922)
H (-0.874, 2.833, 0.339)
Br (-3.060, 11.144, -3.417)
C (-2.055, 9.595, -3.789)
C (-0.731, 9.723, -4.203)
C (-0.002, 8.591, -4.484)
C (-0.585, 7.313, -4.355)
C (-1.926, 7.208, -3.928)
C (-2.651, 8.345, -3.649)
N (0.221, 6.253, -4.637)
N (-0.340, 5.057, -4.604)
C (0.056, 4.153, -3.781)
C (1.061, 4.387, -2.753)
C (1.423, 3.429, -1.894)
C (0.824, 2.097, -1.942)
O (1.196, 1.242, -1.149)
C (-0.210, 1.822, -2.975)
N (-0.732, 0.590, -2.987)
C (-1.598, 0.304, -3.945)
C (-1.992, 1.225, -4.918)
C (-1.471, 2.497, -4.888)
C (-0.548, 2.816, -3.890)
H (-0.289, 10.703, -4.302)
H (1.028, 8.658, -4.808)
H (-2.385, 6.234, -3.826)
H (-3.680, 8.274, -3.324)
H (1.504, 5.374, -2.714)
H (2.165, 3.582, -1.120)
H (-2.008, -0.698, -3.950)
H (-2.703, 0.930, -5.678)
H (-1.752, 3.245, -5.617)
S (0.599, -2.919, 1.095)
C (0.176, -2.751, 2.721)
N (0.472, -3.786, 3.571)
C (0.205, -3.747, 4.894)
C (-0.391, -2.643, 5.420)
C (-0.700, -1.613, 4.512)
N (-0.433, -1.673, 3.229)
H (0.933, -4.592, 3.170)
H (0.494, -4.617, 5.466)
H (-0.618, -2.570, 6.471)
H (-1.188, -0.699, 4.840)


Entry 3:
Density functional theory data (ωB97M-V/def2-TZVPD) for 10 unconnected molecules or ions with the total composition C52H123BrN12O5.

Computed properties:
- HOMO level (eV) = -13.72
- orbital gap (eV) = 3.67
- net charge = +8

Cartesian coordinates (Å):
C (0.762, 7.122, 6.181)
C (1.286, 7.457, 7.579)
N (1.396, 8.868, 7.855)
C (2.289, 9.689, 7.313)
C (1.982, 11.018, 7.770)
N (0.920, 10.896, 8.633)
C (0.575, 9.582, 8.702)
C (0.232, 11.820, 9.330)
H (-0.097, 7.769, 6.005)
H (0.269, 6.150, 6.138)
H (1.511, 7.215, 5.395)
H (2.295, 7.046, 7.614)
H (0.692, 7.062, 8.403)
H (3.011, 9.252, 6.639)
H (2.350, 12.029, 7.682)
H (-0.375, 9.237, 9.081)
H (0.097, 11.363, 10.310)
H (-0.783, 11.919, 8.944)
H (0.731, 12.782, 9.442)
C (2.802, -8.708, -6.221)
C (1.632, -9.646, -6.122)
N (1.356, -10.202, -7.393)
C (0.156, -10.080, -8.035)
C (0.257, -10.986, -9.115)
N (1.457, -11.601, -9.155)
C (2.171, -11.129, -8.092)
C (1.865, -12.503, -10.126)
H (3.614, -9.217, -6.739)
H (3.185, -8.498, -5.223)
H (2.501, -7.785, -6.717)
H (0.781, -9.137, -5.670)
H (1.910, -10.537, -5.558)
H (-0.601, -9.362, -7.757)
H (-0.450, -11.125, -9.919)
H (3.144, -11.455, -7.757)
H (1.446, -13.508, -10.100)
H (2.951, -12.597, -10.129)
H (1.584, -12.070, -11.087)
C (-1.777, -2.612, -10.804)
C (-2.108, -3.329, -12.180)
N (-1.767, -2.439, -13.319)
C (-0.789, -1.520, -13.433)
C (-0.786, -0.894, -14.644)
N (-1.858, -1.455, -15.352)
C (-2.379, -2.468, -14.528)
C (-2.381, -1.189, -16.688)
H (-1.740, -3.356, -10.009)
H (-2.433, -1.776, -10.562)
H (-0.818, -2.102, -10.886)
H (-3.117, -3.686, -12.384)
H (-1.506, -4.235, -12.251)
H (-0.024, -1.376, -12.684)
H (-0.197, -0.052, -14.977)
H (-3.069, -3.284, -14.681)
H (-2.108, -0.193, -17.038)
H (-3.439, -1.137, -16.428)
H (-2.063, -1.894, -17.455)
C (-7.127, 3.421, 3.634)
C (-5.820, 3.154, 4.216)
C (-5.805, 2.851, 5.801)
C (-6.578, 3.985, 6.443)
N (-6.655, 3.971, 8.010)
C (-5.215, 4.218, 8.650)
C (-5.651, 4.927, 9.904)
C (-6.922, 5.748, 9.685)
C (-7.458, 5.217, 8.434)
C (-7.295, 2.670, 8.507)
H (-7.646, 4.301, 4.015)
H (-7.800, 2.581, 3.807)
H (-7.035, 3.537, 2.554)
H (-5.123, 3.912, 3.860)
H (-5.559, 2.260, 3.650)
H (-4.793, 2.680, 6.171)
H (-6.106, 1.818, 5.973)
H (-7.630, 3.877, 6.183)
H (-6.220, 4.958, 6.106)
H (-4.523, 3.379, 8.583)
H (-4.847, 4.972, 7.954)
H (-5.874, 4.191, 10.676)
H (-4.806, 5.546, 10.207)
H (-7.601, 5.631, 10.530)
H (-6.593, 6.787, 9.664)
H (-8.537, 5.099, 8.532)
H (-7.298, 6.036, 7.733)
H (-7.458, 2.837, 9.572)
H (-6.587, 1.860, 8.332)
H (-8.211, 2.545, 7.929)
C (8.656, 2.370, 7.393)
N (9.945, 1.559, 7.506)
C (10.681, 1.884, 8.793)
C (9.566, 0.065, 7.576)
C (10.830, 1.771, 6.285)
C (11.491, 3.099, 6.159)
O (12.619, 3.293, 7.038)
H (8.787, 3.448, 7.301)
H (7.967, 2.283, 8.233)
H (8.237, 2.046, 6.440)
H (10.150, 1.619, 9.707)
H (10.950, 2.940, 8.761)
H (11.549, 1.226, 8.761)
H (8.969, -0.082, 6.676)
H (8.846, -0.052, 8.386)
H (10.491, -0.511, 7.612)
H (10.193, 1.635, 5.411)
H (11.592, 0.993, 6.310)
H (10.833, 3.956, 6.303)
H (11.701, 3.116, 5.089)
H (13.359, 3.103, 6.457)
C (-7.217, -8.228, 3.626)
N (-5.914, -7.966, 4.353)
C (-6.396, -7.800, 5.834)
C (-4.979, -9.202, 4.330)
C (-5.356, -6.717, 3.665)
C (-4.132, -5.981, 4.310)
O (-4.563, -5.368, 5.462)
H (-7.517, -9.236, 3.915)
H (-6.750, -8.321, 2.646)
H (-7.858, -7.367, 3.820)
H (-5.490, -7.711, 6.434)
H (-7.052, -8.630, 6.097)
H (-7.000, -6.898, 5.927)
H (-5.498, -9.970, 4.903)
H (-4.083, -8.894, 4.870)
H (-4.848, -9.495, 3.289)
H (-6.107, -5.939, 3.525)
H (-4.948, -7.017, 2.700)
H (-3.893, -5.294, 3.499)
H (-3.234, -6.479, 4.675)
H (-3.797, -4.903, 5.804)
C (-11.498, -3.251, -5.206)
N (-10.579, -2.044, -5.041)
C (-9.613, -1.943, -6.217)
C (-11.514, -0.761, -5.114)
C (-9.796, -2.044, -3.695)
C (-10.480, -2.692, -2.461)
O (-11.635, -2.081, -2.197)
H (-12.224, -3.035, -5.990)
H (-12.040, -3.390, -4.270)
H (-10.985, -4.192, -5.403)
H (-10.166, -1.930, -7.156)
H (-9.191, -2.947, -6.256)
H (-8.892, -1.125, -6.212)
H (-12.371, -0.782, -5.787)
H (-10.887, 0.095, -5.365)
H (-11.915, -0.539, -4.126)
H (-9.570, -1.044, -3.323)
H (-8.879, -2.622, -3.810)
H (-9.894, -2.622, -1.544)
H (-10.741, -3.750, -2.431)
H (-11.942, -2.421, -1.353)
C (11.563, 7.081, -3.906)
N (12.737, 6.165, -3.779)
C (13.604, 6.241, -5.048)
C (13.637, 6.595, -2.594)
C (12.368, 4.714, -3.354)
C (11.629, 3.920, -4.491)
O (10.322, 4.475, -4.586)
H (10.954, 7.077, -4.810)
H (11.779, 8.110, -3.616)
H (10.918, 6.695, -3.116)
H (13.791, 7.314, -5.093)
H (13.099, 5.973, -5.976)
H (14.467, 5.585, -4.930)
H (14.632, 6.151, -2.576)
H (13.032, 6.321, -1.730)
H (13.613, 7.678, -2.471)
H (11.836, 4.846, -2.412)
H (13.303, 4.157, -3.279)
H (11.614, 2.846, -4.304)
H (11.939, 3.800, -5.530)
H (9.781, 4.042, -5.251)
C (4.085, -0.282, -1.109)
N (2.632, -0.628, -0.612)
C (2.660, -1.529, 0.661)
C (1.915, 0.745, -0.369)
C (1.984, -1.224, -1.863)
C (0.810, -2.121, -1.636)
O (-0.270, -1.392, -1.133)
H (4.459, -1.230, -1.495)
H (4.870, 0.014, -0.412)
H (3.962, 0.416, -1.938)
H (3.164, -2.425, 0.298)
H (1.728, -1.709, 1.197)
H (3.229, -1.063, 1.465)
H (1.847, 1.432, -1.212)
H (2.517, 1.261, 0.378)
H (0.920, 0.415, -0.067)
H (2.735, -1.803, -2.402)
H (1.736, -0.348, -2.462)
H (1.004, -2.947, -0.952)
H (0.433, -2.543, -2.567)
H (-0.707, -0.852, -1.796)
Br (-4.066, 2.704, -5.162)


Entry 4:
Density functional theory data (ωB97M-V/def2-TZVPD) for a molecular structure, C27H48AgBr3O14.

Computed properties:
- HOMO level (spin up / spin down) (eV) = -5.56 / -10.13
- orbital gap (spin up / spin down) (eV) = 4.81 / 7.23
- 2S+1 = 3
- ⟨S²⟩ = 2.01

Cartesian coordinates (Å):
Ag (-3.664, 7.338, 14.940)
C (-2.288, 4.650, 11.531)
C (-1.879, 5.229, 12.896)
O (-2.437, 6.490, 13.164)
H (-2.010, 5.359, 10.751)
H (-3.368, 4.501, 11.538)
H (-1.772, 3.724, 11.277)
H (-0.793, 5.267, 12.988)
H (-2.109, 4.436, 13.608)
C (-2.306, 0.645, 11.646)
C (-3.222, -0.386, 10.939)
C (-4.740, -0.004, 10.893)
O (-5.142, 0.007, 9.528)
C (-4.057, -0.220, 8.766)
O (-4.000, -0.116, 7.528)
O (-2.988, -0.422, 9.546)
H (-1.292, 0.270, 11.780)
H (-2.732, 0.874, 12.623)
H (-2.251, 1.490, 10.959)
H (-3.129, -1.430, 11.240)
H (-4.895, 0.973, 11.353)
H (-5.201, -0.777, 11.508)
C (-4.741, 7.296, 10.160)
C (-3.868, 8.547, 10.511)
C (-2.357, 8.370, 10.336)
O (-1.938, 9.637, 9.792)
C (-2.964, 10.231, 9.264)
O (-2.950, 11.176, 8.461)
O (-4.114, 9.531, 9.517)
H (-5.764, 7.624, 9.973)
H (-4.752, 6.610, 11.008)
H (-4.454, 6.775, 9.247)
H (-4.082, 8.905, 11.519)
H (-2.256, 7.581, 9.592)
H (-1.846, 8.111, 11.263)
C (0.850, 7.058, 14.475)
C (0.726, 8.056, 13.336)
C (0.633, 9.477, 13.882)
O (1.339, 10.280, 13.046)
C (2.198, 9.514, 12.302)
O (2.974, 9.904, 11.447)
O (2.008, 8.210, 12.691)
H (1.716, 7.350, 15.068)
H (0.965, 6.106, 13.957)
H (0.051, 7.019, 15.215)
H (-0.094, 7.851, 12.647)
H (0.931, 9.544, 14.929)
H (-0.412, 9.786, 13.851)
C (0.937, 3.803, 9.612)
C (1.367, 2.464, 10.122)
O (2.178, 1.750, 9.497)
C (1.157, 2.210, 11.582)
H (0.252, 4.310, 10.292)
H (0.594, 3.813, 8.578)
H (1.812, 4.450, 9.553)
H (1.671, 1.298, 11.885)
H (0.101, 2.083, 11.819)
H (1.517, 3.077, 12.137)
C (-0.480, 4.803, 16.519)
C (-1.811, 5.256, 17.048)
O (-2.343, 6.182, 16.502)
C (-2.402, 4.451, 18.246)
H (-0.320, 3.786, 16.877)
H (0.361, 5.406, 16.860)
H (-0.452, 4.699, 15.435)
H (-3.388, 4.207, 17.851)
H (-2.478, 5.135, 19.092)
H (-1.828, 3.579, 18.558)
C (-5.023, 2.847, 16.102)
C (-4.869, 3.842, 14.942)
O (-4.604, 5.039, 15.173)
C (-5.036, 3.339, 13.535)
H (-5.453, 3.298, 16.996)
H (-4.134, 2.275, 16.367)
H (-5.734, 2.104, 15.742)
H (-5.840, 2.639, 13.308)
H (-4.083, 2.872, 13.290)
H (-5.155, 4.249, 12.947)
C (-1.070, 1.528, 14.919)
C (-1.342, 0.631, 16.158)
O (-2.501, 0.233, 16.437)
C (-0.134, 0.068, 16.893)
H (-0.257, 2.183, 15.232)
H (-1.889, 2.108, 14.493)
H (-0.660, 0.864, 14.158)
H (-0.533, -0.338, 17.823)
H (0.607, 0.844, 17.082)
H (0.321, -0.751, 16.335)
C (-3.017, 4.412, 7.135)
Br (-1.882, 6.070, 7.041)
Br (-2.388, 3.062, 8.468)
Br (-3.047, 3.593, 5.367)
H (-4.046, 4.674, 7.378)


| no. | total energy (Eh) |
| --- | --- |
| 1 | -3726.41871 |
| 2 | -5384.48253 |
| 3 | -5659.16592 |
| 4 | -9979.74507 |